Record 1
87
Properties=species:S:1:pos:R:3:mulliken_charge:R:1 method="wB97M-V/def2-TZVPD" orbital_gap_ev=6.6 spin_multiplicity=1 total_charge=+3
C -2.2895 -0.0158 2.2931 -0.931
H 3.0514 -1.8971 -0.0987 0.661
O -3.0058 0.8578 -1.5742 0.045
H 2.0366 -4.3578 -2.1003 -0.165
C 0.2837 1.1703 6.6367 -0.558
C -3.6842 -0.2935 -0.9962 -0.271
C 1.4670 4.7965 1.3905 -0.703
C -3.7933 1.2022 -2.7905 -0.843
H -0.3128 -3.9121 -3.3787 0.000
O -1.3075 2.3472 -2.7293 -0.674
H -1.2594 0.0803 2.6081 0.049
H 2.2533 -2.0935 -3.0534 0.225
H -1.1448 -4.4107 0.5321 0.326
C -0.9411 -4.3778 -0.5399 -0.462
H 1.9619 3.4666 -0.8970 0.140
H -2.1331 -6.3740 -3.1303 0.363
H -3.0835 -1.1764 -1.2183 -0.465
C 1.6996 3.5733 2.0159 1.140
C -0.2609 2.7075 4.8727 -0.616
C -3.7357 -0.0593 0.4717 -0.701
C -1.1589 -4.5381 -3.6751 -0.756
H -1.9281 -2.7506 -1.4564 0.079
P 0.4150 2.3471 2.2453 0.204
H -2.0571 -6.1762 -0.7143 0.411
N 2.1947 2.4891 -1.0466 -0.396
H 0.9012 2.3793 -2.6200 0.469
H 1.1625 -3.1846 -0.0280 0.375
H 4.5978 6.0654 1.5922 0.443
C 2.3740 -1.7419 -0.9373 -0.411
H 4.9037 -3.9495 -1.0668 0.341
Cl -1.7434 6.1905 -2.1513 -0.028
Cl -3.4641 4.0065 -1.2602 -0.018
H 1.3098 -0.6241 6.0560 0.454
C 2.9681 3.2469 2.4973 -0.546
C 4.0100 4.1417 2.3329 -0.734
Se -1.4959 3.0745 1.4269 -0.205
H -4.7492 1.5943 -2.4542 0.316
C 0.8652 0.3024 5.7206 -0.770
H -0.6876 3.6529 4.5547 0.450
C 3.9153 -4.4092 -1.0330 -1.359
C -1.2644 3.5228 -2.2576 0.126
H -0.9321 -4.9209 -4.6685 0.427
S -0.4664 -0.6215 -2.0074 -0.363
H 3.4941 -4.2044 -0.0439 0.282
H 1.3355 -0.0582 3.6660 0.360
H 3.1479 2.3080 3.0090 0.439
N 1.1130 1.8698 -1.7617 -0.354
H -4.1479 -0.9214 0.9965 0.595
C -0.2793 2.3689 6.2142 -0.717
H 2.2686 -0.6624 -1.0421 -0.416
H -3.9251 0.2793 -3.3513 0.460
H 0.2720 0.9135 7.6870 0.436
H 2.3391 6.6512 0.7770 0.455
H -4.6662 -0.3906 -1.4452 0.756
Se 0.6727 0.6135 0.9081 -0.415
H -2.8764 -4.7953 -1.3766 0.353
H -2.6467 -1.0132 2.5451 0.530
H 0.4781 5.0589 1.0367 0.452
H -0.4845 -6.2739 -2.5934 0.296
C -2.3028 4.5972 -2.5503 0.609
C 2.5165 5.6898 1.2396 -0.634
O -2.3627 0.1273 0.8484 0.302
C -1.4009 -5.6872 -2.7038 -0.440
Cl -2.9947 4.4848 -4.1404 -0.021
H 3.4236 -4.2407 -3.1244 0.489
N 1.0796 -2.3031 -0.5201 -0.097
H 1.4171 0.9509 -2.0670 0.198
C 0.3149 1.8293 3.9544 1.141
H 4.0526 -5.4868 -1.0991 0.417
C -1.8949 -5.2816 -1.3167 -1.059
H 4.9943 3.8967 2.7066 0.457
C 3.7843 5.3616 1.7041 -0.579
N -1.0603 -2.9835 -0.9969 0.342
H -2.0407 -3.8976 -3.7726 0.231
C -0.1037 -2.0823 -1.0749 0.500
H -0.7265 3.0429 6.9316 0.450
Ta -1.0284 1.6072 -0.7098 1.190
C 0.8806 0.6266 4.3731 -0.042
C 3.0320 -3.9023 -2.1645 -0.016
C 2.9000 -2.3820 -2.2184 -0.660
H -3.2618 1.9075 -3.3987 0.126
H 3.8771 -1.9349 -2.4185 0.531
H -2.9105 0.7412 2.7696 0.397
H -4.3177 0.8290 0.7352 0.278
O -0.5482 3.6747 -1.2381 -0.364
H 3.0263 2.4485 -1.6303 0.340
H 0.0880 -4.7073 -0.7069 0.332



Record 2
32
Properties=species:S:1:pos:R:3:mulliken_charge:R:1 method="wB97M-V/def2-TZVPD" orbital_gap_ev=8.2 spin_multiplicity=1 total_charge=0
O 2.0327 0.4327 -1.3965 -0.739
C 3.0500 -1.0244 0.7310 -1.156
P 1.7738 0.2044 0.0447 1.167
H 4.1757 -0.7040 0.4855 0.309
C -1.2579 -0.5793 0.6009 -0.511
C -2.6294 -2.6370 0.3578 -1.673
H -1.8781 -0.3355 1.4278 0.359
H -2.0451 0.4169 -2.4599 0.268
H 3.0615 -1.9924 0.3000 0.451
H 2.1576 1.8862 1.8811 0.430
H -3.1517 -2.1156 1.0658 0.480
H -3.1613 -2.4583 -0.4681 0.401
H 3.1911 -1.2868 1.7746 0.428
C 0.9346 -2.3364 -0.5049 -0.636
C -1.0422 0.4424 -1.8041 -1.077
H 1.6899 2.4507 0.4131 0.286
H 3.4085 1.8235 0.4873 0.375
C -1.0862 0.7113 -0.4046 0.921
C 0.0121 0.1522 0.6228 -0.374
H 0.2157 0.6626 1.5405 0.288
N -0.3258 -2.4618 -0.3425 -0.081
C -1.4182 -1.9032 0.0991 0.523
H 1.2662 -2.1748 -1.5096 0.401
C 2.3754 1.7705 0.8562 -1.386
H -0.4482 1.2954 -2.2627 0.331
C -1.8739 1.9618 -0.0489 0.113
H -0.1532 3.0400 -0.4209 0.220
H -0.4705 -0.5685 -1.9496 0.210
H -1.5358 4.0635 -0.0369 0.259
N -1.2347 3.1109 -0.2824 -0.328
H -2.7034 -3.6973 0.6916 0.351
O -2.9290 1.8499 0.5119 -0.609



Record 3
93
Properties=species:S:1:pos:R:3:mulliken_charge:R:1 method="wB97M-V/def2-TZVPD" orbital_gap_ev=5.3 spin_multiplicity=1 total_charge=-1
C -3.4180 -0.1825 -1.7222 -1.016
H -1.4656 -2.8799 -1.6406 0.571
Al -0.3256 -1.0468 0.7733 -1.374
H -2.2968 -2.2387 -3.0669 0.681
C 2.2889 3.9116 3.1240 -0.404
C 0.1168 4.4583 3.9926 -0.709
C -2.2827 -0.8995 -1.4315 -0.390
C 0.4595 -4.1791 -3.1565 -0.311
P -0.0061 -1.3676 -2.8664 0.761
C -1.0272 -3.7878 3.5385 0.324
C -0.5810 -5.0906 3.6926 -0.414
H -2.3045 -3.1992 6.5896 0.356
H -0.5033 4.8884 4.7700 0.405
N 1.0072 -0.2290 1.3505 0.354
C -0.5409 4.2235 -1.7348 -0.410
C -0.7721 -5.7117 4.9150 -0.481
C -0.8868 0.8308 -4.2526 -0.513
C -1.4242 1.5472 -5.3140 -0.581
C 1.5018 4.4849 4.1104 -0.602
C -2.1908 5.9287 -2.1172 -0.459
H -4.0943 -0.3758 -2.5411 0.488
H -1.5364 -5.5286 6.9123 0.372
O -0.0787 -2.8919 0.3215 0.017
C 4.7784 0.6713 2.9406 -0.854
H 0.2902 0.6464 3.5973 -0.080
H -0.4261 -6.7275 5.0528 0.368
H 3.3862 -3.6243 -5.6024 0.379
H 2.7719 -5.9268 -4.9173 0.360
H 3.7357 0.9076 4.8012 0.366
C -1.0514 5.2500 -2.5203 -0.626
H -0.0898 -5.5981 2.8762 0.451
C -1.3954 -5.0370 5.9587 -0.471
H -3.7030 6.1024 -0.6025 0.398
H -1.9607 -2.0743 4.3924 0.474
C 3.2418 -0.2098 -0.4246 -1.343
N -0.8428 -3.1027 2.2863 1.188
H 3.3666 3.8957 3.2247 0.405
H 5.7541 0.9005 3.3507 0.337
H -0.6423 -2.2105 -5.7180 0.355
C -1.8283 -3.7333 5.7781 -0.674
H -2.7893 4.3063 0.7842 0.105
H -4.2637 1.6236 -0.6785 0.495
C -0.8578 -1.1548 -5.6007 -0.288
C -1.3801 -0.4372 -6.6664 -0.623
H -1.5539 3.8430 2.8150 0.133
H 2.3050 2.8221 1.2739 0.270
H -1.6482 2.5994 -5.1914 0.468
O -1.3413 -1.9008 2.1503 -0.327
C 1.1739 -5.2671 -3.6465 -0.657
C 1.8518 -2.7054 -4.4275 -0.610
H 0.9116 -6.2664 -3.3218 0.386
N -0.1954 -3.6581 1.3484 -0.904
H -0.3348 -4.3576 -2.4459 0.268
C -1.6431 -1.9809 -2.2312 -1.194
H -1.5702 -0.9363 -7.6089 0.390
C -1.8604 1.6363 1.0966 -1.056
H 5.4821 0.3884 0.9313 0.362
H -1.5332 1.0883 1.9881 0.349
C -1.6666 0.9154 -6.5245 -0.487
C -3.5094 0.8550 -0.7492 -1.067
H -2.0772 1.4733 -7.3570 0.363
C 2.3838 0.3861 3.2400 1.316
C -0.4729 3.8683 2.8856 -0.074
C 0.7784 -2.8815 -3.5484 0.354
C -1.6463 -3.0933 4.5586 -0.295
C -2.2903 4.5581 -0.1434 -0.294
C -1.1462 3.8626 -0.5326 0.579
H 1.9628 4.9372 4.9802 0.359
C 4.6157 0.3812 1.5881 -0.603
H 3.2247 -1.2892 -0.6184 0.295
C 0.3074 3.3040 1.8768 0.892
C 1.6938 3.3217 2.0164 -0.706
H 1.3212 1.0719 4.9835 0.408
P -0.3492 2.4596 0.3817 0.378
C -0.6007 -0.5275 -4.3829 0.120
H 2.3002 0.1844 -0.8100 -0.012
C 2.2014 0.0583 1.8595 -0.110
C -2.8107 5.5789 -0.9240 -0.681
H 2.1375 -1.7019 -4.7234 0.402
H 0.3390 3.6790 -2.0595 0.333
H -0.5626 5.5111 -3.4510 0.431
H -2.6138 2.3540 1.4206 0.864
C -2.4108 0.7219 0.0613 -0.102
N -1.6547 -0.3512 -0.3434 1.250
H -0.6962 1.3279 -3.3073 0.515
H 1.0048 -0.6210 4.5757 0.291
H 4.0736 0.2170 -0.9906 0.428
H -2.5989 6.7233 -2.7296 0.371
C 2.5585 -3.7874 -4.9232 -0.583
C 3.3761 0.0968 1.0407 0.921
C 1.1888 0.3748 4.1519 -1.249
C 3.6427 0.6720 3.7433 -0.450
C 2.2189 -5.0780 -4.5352 -0.421



Record 4
86
Properties=species:S:1:pos:R:3:mulliken_charge:R:1 method="wB97M-V/def2-TZVPD" s2=0.75 orbital_gap_ev="6.7 / 6.7" spin_multiplicity=2 total_charge=-1
H -2.9246 -0.0228 -2.5990 0.014
H 3.1058 -2.9893 3.2316 0.433
C -2.9610 -4.0738 -1.8499 -0.006
H 0.3181 6.1967 2.4077 0.353
C -1.2531 -5.7577 -0.4369 -1.062
H -0.1390 5.2280 -4.1621 0.362
C 2.0496 -1.1490 3.4309 0.426
H -5.1378 -4.4224 -3.5034 0.321
C 2.8065 0.3076 5.2219 -0.776
N 0.1054 -0.8780 -3.1635 -0.011
N -0.0510 3.2723 0.6352 0.546
Ce -0.6026 -0.3134 -0.2243 0.683
H -0.8366 -0.6853 -3.5626 0.245
H -3.5898 1.1953 -3.7995 0.430
H -5.6674 -4.3388 -1.8206 0.397
N 0.6614 -2.1648 -3.5894 -0.837
C 1.9154 0.0316 4.1748 -0.266
H -2.8210 1.7993 3.6405 0.458
O 0.1315 -0.5643 2.1359 -0.583
N -0.8256 2.2006 1.0630 0.330
C -2.2682 -6.2977 -1.1633 -0.694
H -2.3651 -7.3787 -1.1510 0.347
H 0.7723 -0.1639 -3.5125 0.309
N 1.8867 1.7650 -0.2228 1.257
C -1.9875 1.4107 3.0477 -0.788
H -2.2561 0.5766 2.3867 -0.037
N -2.9309 -0.3900 0.3825 -0.719
C 3.0705 -2.0556 3.7905 -0.382
H 2.5840 -2.4071 -0.5517 0.028
H 0.4690 5.5129 -2.5532 0.215
C -1.7516 -3.4733 -1.2830 0.212
N 1.2912 -2.4524 1.5258 -0.700
H 1.7289 5.4541 1.5068 0.199
N 0.3367 -2.6027 0.5660 0.875
H 0.1731 -2.5504 -4.3970 0.297
C -5.1917 -3.7384 -2.6118 -0.987
C -1.6597 3.1227 -3.3127 -1.483
C -1.9569 1.8853 -2.6801 0.637
C 3.1259 1.8696 0.2835 0.714
H -0.6907 -6.3776 0.2612 0.362
N 0.0345 2.6560 -1.8847 0.326
C -0.7663 3.7024 2.7291 -1.578
C 3.6864 0.5820 0.2573 -1.487
H 0.4465 -2.8110 -2.8079 0.121
B 0.8715 2.9426 -0.5902 -1.575
C 0.1988 -3.8856 0.1940 -0.851
C -0.4090 3.5902 -2.8160 0.947
H -1.2332 0.9866 3.7186 0.040
H 4.5373 -2.6025 5.2495 0.411
H 4.4396 -0.3167 6.4811 0.264
O -1.4643 -2.2176 -1.4884 0.089
C -1.2453 2.4471 2.2918 0.528
H 3.9367 2.9735 1.8613 0.304
C 3.7419 -0.6491 5.6487 -0.348
C 2.8358 -0.2297 -0.5407 0.882
H 4.1781 -1.9107 -1.0905 0.390
H -2.1445 3.5384 -4.2033 0.333
C 0.4108 4.7273 -3.3240 -1.256
H 0.2696 6.1423 0.6428 0.207
H 3.3746 3.9817 0.4778 0.279
C -4.1252 -0.3266 0.3057 0.528
H -3.9512 -5.9095 -2.4611 0.357
N 1.7900 0.4391 -0.9031 -0.365
S -5.6965 -0.3503 0.2329 -0.538
C 1.1092 -1.3725 2.2946 0.120
H 1.4925 3.9765 -0.6944 -0.122
H 1.1982 0.7663 3.8608 0.337
C 3.1056 -1.6216 -1.1374 -0.960
C -3.1515 1.0218 -2.8325 -0.984
H 1.4400 4.3833 -3.6139 0.219
H 4.8787 3.0045 0.4177 0.447
H -3.8788 1.3604 -2.0265 0.142
N -0.9490 1.6289 -1.8547 0.562
C -3.1283 -5.4791 -1.8950 -0.799
C 0.0217 4.2026 1.6373 1.309
C 0.6229 5.5475 1.5384 -1.274
H -5.8361 -2.9028 -2.8344 0.243
C -0.9142 -4.3518 -0.5255 1.422
C 3.8379 -1.8449 4.9529 -0.656
H 4.6599 0.3884 0.6863 0.410
H 0.8983 -4.5336 0.7465 0.199
H 2.6509 1.2331 5.7233 0.458
H -1.0636 4.2361 3.6460 0.384
O -3.9060 -3.1735 -2.2676 -0.188
H 2.6740 -1.6317 -2.1498 0.240
C 3.8572 3.0813 0.8052 -1.629